The following is a DFT calculation (the ωB97M-V functional and the def2-TZVPD basis) of a 11-piece molecular cluster, C6H35NO11 overall at a distorted geometry.

## Properties
Relative energy (zero: lowest compared OMol25 entry of this formula, charge and spin)   179.90 kJ/mol
Kohn-Sham gap   8.8 eV
HOMO level   -8.45 eV
SMILES   C[C@@H](O)CCN(C)C.O.O.O.O.O.O.O.O.O.O

Last column: Löwdin charge in e.
Positions of all 53 atoms, in Å:
H  1.75  -3.36  2.29  0.06
H  -1.76  -0.59  -2.80  0.09
H  3.16  -2.29  0.02  0.03
C  0.35  2.00  2.43  -0.04
H  0.39  -0.77  -3.87  0.08
O  -0.36  -2.94  -0.31  -0.07
H  -4.97  -0.96  1.18  0.03
H  1.89  0.79  1.52  0.14
H  4.47  -1.78  0.62  0.04
H  0.99  -2.01  -2.86  0.08
H  -0.16  -0.64  2.81  0.05
O  -4.00  1.83  0.74  -0.04
C  0.80  0.27  -0.78  -0.22
O  0.75  -0.41  2.52  -0.09
O  -5.07  -0.72  0.25  -0.07
H  1.91  -0.53  -2.82  0.08
H  -3.23  -2.04  0.43  0.03
C  -0.08  0.50  0.47  -0.12
H  3.66  0.35  -0.73  0.01
H  -4.08  1.96  1.69  0.06
C  0.90  -0.91  -2.92  -0.05
H  -0.76  3.86  -2.25  0.02
H  1.34  1.22  -0.94  0.09
O  3.78  -1.55  0.03  -0.05
O  4.04  1.08  -1.24  -0.04
O  2.09  2.50  -2.28  -0.10
H  2.82  2.13  -1.73  0.01
H  4.97  1.12  -1.02  0.07
N  0.07  -0.43  -1.81  -0.28
H  -0.20  -2.07  -0.75  0.03
H  -1.95  -1.97  2.32  0.01
O  -1.71  -1.44  3.12  -0.07
H  -4.49  0.05  0.15  0.00
H  0.29  2.81  1.68  0.08
H  -1.06  1.10  -2.81  0.09
H  -1.86  0.36  -1.42  0.08
H  -0.65  2.01  2.87  0.08
H  -4.45  2.62  0.42  0.06
H  -0.75  1.35  0.33  0.10
H  1.02  2.47  3.17  0.08
C  -1.18  0.15  -2.25  -0.08
H  -2.34  -1.80  3.75  0.05
H  2.38  3.26  -2.80  0.06
C  0.81  0.76  1.69  -0.39
H  0.40  2.90  -1.72  -0.02
H  -0.67  -0.40  0.65  0.10
O  -0.21  3.62  -1.50  -0.08
H  -2.02  -2.91  0.35  0.02
H  0.50  -3.10  0.12  0.02
O  -2.74  -2.68  0.98  -0.07
H  1.61  -1.79  1.85  0.02
O  1.94  -2.68  1.65  -0.07
H  1.68  -0.32  -0.47  0.10



The following is a DFT calculation (the ωB97M-V functional and the def2-TZVPD basis) of a 3-piece molecular cluster, C2H11N2O2 overall at a distorted geometry.

## Properties
Relative energy (zero: lowest compared OMol25 entry of this formula, charge and spin)   263.99 kJ/mol
Kohn-Sham gap   9.1 eV
HOMO level   -12.65 eV
Total charge   +1

Last column: Löwdin charge in e.
Positions of all 17 atoms, in Å:
H  -0.63  -2.10  0.84  0.14
C  0.54  0.70  -0.45  -0.18
H  1.50  0.37  -2.25  0.12
H  0.02  1.37  0.26  0.13
O  -0.89  4.12  1.43  -0.06
H  -0.60  4.09  2.35  0.04
H  0.88  -3.15  -1.31  0.04
N  -0.59  -1.08  0.96  0.18
H  0.73  1.95  -2.00  0.11
H  1.26  -1.35  -0.13  0.10
O  -0.08  -3.22  -1.25  -0.05
H  -0.20  -1.05  1.90  0.16
C  0.57  -0.52  0.11  -0.12
N  0.98  1.02  -1.69  0.13
H  -1.52  -0.75  0.72  0.17
H  -0.19  -4.13  -0.94  0.06
H  -1.77  3.72  1.45  0.03



The following is a DFT calculation (the ωB97M-V functional and the def2-TZVPD basis) of C3H9B3FN2O6 as an isolated structure at a distorted geometry.

## Properties
Kohn-Sham gap   6.3 eV
HOMO level   -3.99 eV
Total charge   -1

Last column: Löwdin charge in e.
Positions of all 24 atoms, in Å:
O  -1.01  -1.91  0.93  0.29
H  -2.28  1.42  -0.50  0.06
C  -2.06  2.03  1.45  -0.12
N  -2.71  2.12  0.09  0.01
H  2.16  0.01  1.53  0.07
H  -2.67  2.52  2.20  0.10
C  2.17  0.09  0.45  0.00
H  -3.12  -2.08  0.37  0.12
H  -1.12  2.56  1.41  0.10
B  -1.73  0.54  1.79  -0.54
H  2.32  1.13  0.21  0.08
O  2.77  -2.22  -4.43  -0.10
B  -0.19  -0.79  0.92  -0.48
F  1.13  -1.43  -1.06  0.02
N  3.17  -1.71  -3.36  -0.66
H  2.96  -0.52  0.04  0.09
O  3.09  -0.47  -3.19  -0.11
B  -2.32  -1.51  1.04  -0.34
H  0.44  0.42  -0.73  0.15
C  0.86  -0.42  -0.18  -0.26
O  -2.68  -0.47  1.86  0.27
O  3.65  -2.43  -2.46  -0.10
H  -2.40  2.99  -0.32  0.06
O  -0.42  0.13  1.95  0.30



The following is a DFT calculation (the ωB97M-V functional and the def2-TZVPD basis) of C46H48AsHgN3 as an isolated structure at a distorted geometry.

## Properties
Relative energy (zero: lowest compared OMol25 entry of this formula, charge and spin)   0.00 kJ/mol
Kohn-Sham gap (spin up / spin down)   3.6 / 3.6 eV
HOMO level (spin up / spin down)   0.58 / 0.59 eV
Total charge   -2

Last column: Löwdin charge in e.
Positions of all 99 atoms, in Å:
H  2.83  1.30  4.13  0.09
C  1.77  3.37  1.62  -0.13
H  1.67  -4.51  0.34  0.07
H  2.31  -2.90  -0.04  0.04
H  -0.09  2.02  -2.49  0.05
H  -2.65  -1.12  2.00  0.09
H  2.28  5.57  4.17  0.09
C  -3.06  1.33  -3.19  -0.14
C  -1.10  -3.33  -0.17  -0.27
H  6.12  -1.57  -1.09  0.10
H  -0.84  -1.30  -4.06  0.06
C  4.41  -0.58  -0.21  -0.11
C  3.97  0.55  0.50  -0.38
C  -1.48  -2.12  -3.69  -0.08
H  -1.64  -2.92  1.86  0.01
H  -5.88  0.63  -2.65  0.05
H  -2.51  -1.75  -3.67  0.05
H  0.05  2.35  6.07  0.07
C  2.62  3.44  4.28  -0.10
H  -4.86  -0.76  -2.21  0.08
H  0.72  -2.88  4.69  0.11
C  -1.42  -0.44  2.00  -0.18
C  -0.50  0.51  5.19  -0.22
H  1.52  5.50  1.79  0.09
H  -4.79  1.31  1.04  0.09
H  -1.33  3.26  -2.20  0.07
C  1.38  -1.47  3.20  -0.13
C  1.82  4.58  2.30  -0.10
H  4.58  -0.33  2.81  0.09
C  -5.16  -0.10  -3.03  -0.05
C  -4.55  1.78  -1.17  -0.10
C  0.29  -2.68  -1.89  -0.29
C  2.25  4.62  3.63  -0.11
C  -1.57  -3.76  1.16  -0.10
C  -1.75  1.60  -5.10  -0.02
H  -3.26  -0.04  -7.63  0.07
H  1.43  3.33  0.58  0.09
H  2.98  -3.05  5.76  0.09
H  -3.02  1.72  -7.74  0.07
C  0.26  -3.16  -0.55  -0.27
C  -3.88  0.39  -5.16  -0.03
H  0.38  -1.35  2.77  0.03
H  6.88  2.32  0.65  0.09
H  2.25  -3.13  -2.64  0.06
N  -2.98  1.22  0.25  -0.06
H  4.49  2.50  1.29  0.09
Hg  -0.46  0.53  0.00  0.82
C  1.51  -2.31  -2.63  -0.10
C  1.42  -3.44  0.31  -0.08
C  2.45  -0.74  2.67  -0.37
C  -1.05  -2.56  -2.34  -0.27
C  1.57  -2.31  4.29  -0.08
H  -2.56  -4.23  1.08  0.06
H  -5.46  2.09  -1.65  0.08
C  -0.97  2.68  4.19  -0.15
H  -0.37  3.28  -3.69  0.07
C  3.92  -1.70  4.35  -0.11
C  -1.91  -2.97  -1.29  -0.26
H  7.71  0.26  -0.50  0.09
C  -2.39  1.31  -0.86  -0.36
H  -4.67  -0.09  -5.71  0.11
H  4.91  -1.79  4.80  0.09
H  -3.86  -2.87  -0.40  0.07
C  3.73  -0.88  3.23  -0.13
C  5.77  -0.68  -0.56  -0.09
H  -0.87  -4.49  1.58  0.06
C  -0.88  2.62  -2.97  -0.08
C  -2.64  0.80  -7.27  -0.08
C  -2.74  0.90  -5.79  -0.29
H  2.00  -1.43  -2.16  0.05
H  -1.60  0.65  -7.58  0.07
C  4.85  1.61  0.78  -0.11
C  -0.45  1.91  5.23  -0.15
C  -1.87  1.82  -3.75  -0.20
C  -1.60  2.05  3.12  -0.09
H  -5.72  -0.72  -3.73  0.08
H  0.00  -0.14  5.91  0.08
C  2.57  2.22  3.60  -0.10
H  3.72  -1.37  -0.47  0.07
As  2.11  0.52  1.20  1.26
N  -3.30  1.67  -1.87  -0.03
C  -1.61  0.57  3.17  -0.39
C  -3.38  -3.14  -1.35  -0.09
H  -2.02  2.57  2.23  0.07
H  -0.87  3.77  4.18  0.09
N  -1.17  -0.17  4.28  0.03
C  2.16  2.18  2.26  -0.39
C  2.84  -2.42  4.88  -0.11
H  -3.83  -2.54  -2.15  0.03
H  2.95  3.46  5.32  0.10
C  -4.26  1.41  0.11  -0.20
H  -1.43  -2.94  -4.43  0.06
C  6.19  1.50  0.41  -0.11
C  6.66  0.35  -0.24  -0.12
H  1.23  -3.12  1.35  0.05
H  -0.91  2.06  -5.61  0.11
H  -3.63  -4.20  -1.55  0.06
C  -4.05  0.53  -3.80  -0.20
H  1.28  -2.05  -3.67  0.05



The following is a DFT calculation (the ωB97M-V functional and the def2-TZVPD basis) of C3HBaFO3 as an isolated structure at a distorted geometry.

## Properties
Kohn-Sham gap   6.5 eV
HOMO level   -7.97 eV

Last column: Löwdin charge in e.
Positions of all 9 atoms, in Å:
O  -0.76  -0.06  -0.94  0.00
H  0.50  0.50  2.00  0.10
C  -1.71  0.62  -0.29  -0.61
C  0.38  -0.21  -0.10  -0.33
O  -2.77  0.95  -0.75  0.12
C  0.06  0.50  1.00  -0.20
Ba  3.02  -0.55  -1.04  1.76
F  2.53  -2.74  -0.78  -0.90
O  -1.24  0.98  0.91  0.06



The following is a DFT calculation (the ωB97M-V functional and the def2-TZVPD basis) of an isolated molecule of C12H13N at a distorted geometry.

## Properties
Relative energy (zero: lowest compared OMol25 entry of this formula, charge and spin)   469.40 kJ/mol
Kohn-Sham gap   8.1 eV
HOMO level   -7.71 eV
SMILES   CC1=CC=C(n2cccc2)CC=C1

Last column: Löwdin charge in e.
Positions of all 26 atoms, in Å:
C  -0.86  -0.59  2.28  -0.05
C  2.37  -1.60  -0.58  -0.12
C  -1.48  1.34  -0.16  -0.06
C  -1.86  0.27  2.23  -0.08
H  -0.10  1.39  -1.92  0.10
H  -4.07  1.46  1.92  0.08
H  -3.82  1.98  0.22  0.07
N  1.58  -0.71  -1.16  -0.07
H  1.13  -0.17  1.48  0.14
C  -3.35  1.90  1.21  -0.08
H  -2.97  2.94  1.44  0.10
H  1.58  0.34  -3.00  0.14
C  3.39  -1.91  -1.43  -0.08
H  3.62  -1.21  -3.56  0.10
H  4.09  -2.62  -1.20  0.08
C  -2.06  1.11  1.02  -0.28
H  -2.19  1.91  -0.75  0.10
H  -0.60  -1.13  3.09  0.06
C  0.47  -0.09  -0.57  -0.13
C  3.19  -1.20  -2.59  -0.10
H  0.29  -1.73  0.84  0.07
H  -2.42  0.47  3.11  0.09
C  0.15  -0.65  1.03  -0.04
C  -0.26  0.95  -0.92  -0.05
C  2.06  -0.51  -2.44  -0.09
H  2.09  -1.95  0.40  0.11



The following is a DFT calculation (the ωB97M-V functional and the def2-TZVPD basis) of an isolated molecule of C3H5NO2 at a distorted geometry.

## Properties
Relative energy (zero: lowest compared OMol25 entry of this formula, charge and spin)   171.37 kJ/mol
Kohn-Sham gap   11.4 eV
HOMO level   -10.97 eV
SMILES   N#C[C@H](O)CO

Last column: Löwdin charge in e.
Positions of all 11 atoms, in Å:
H  1.02  -0.35  -1.34  0.14
H  0.57  -1.58  -0.11  0.13
H  -0.75  0.08  1.10  0.16
C  -0.62  0.22  0.02  -0.40
O  1.57  0.12  0.62  -0.06
N  -2.82  -1.04  -0.39  0.16
H  0.17  1.88  0.26  0.10
H  2.48  -0.02  0.36  0.10
O  -0.54  1.57  -0.31  0.01
C  0.68  -0.50  -0.30  -0.19
C  -1.85  -0.42  -0.46  -0.14



The following is a DFT calculation (the ωB97M-V functional and the def2-TZVPD basis) of C16H15NO5 as an isolated structure at a distorted geometry.

## Properties
Relative energy (zero: lowest compared OMol25 entry of this formula, charge and spin)   1425.67 kJ/mol
Kohn-Sham gap   7.6 eV
HOMO level   -7.57 eV

Last column: Löwdin charge in e.
Positions of all 37 atoms, in Å:
N  1.76  0.04  -0.31  0.08
C  -3.21  0.55  -0.63  -0.15
H  -0.80  2.85  -0.48  0.15
C  5.96  -0.28  -0.26  -0.19
C  -2.60  1.79  -0.81  0.06
H  -0.46  -1.30  0.41  0.08
C  -1.00  -0.58  -0.08  0.00
C  -2.33  -0.62  -0.18  -0.33
H  3.59  1.80  0.92  0.04
O  7.34  -0.71  0.09  -0.08
H  -1.51  -3.00  -0.15  0.08
H  -7.09  -1.22  -0.03  -0.01
H  -3.17  2.44  -0.92  0.00
C  4.00  0.99  0.53  -0.05
H  1.33  -0.86  -0.70  0.18
C  -5.36  0.15  0.24  -0.54
C  3.80  -1.40  -0.68  0.12
H  -1.82  -2.69  1.47  0.09
C  -0.50  0.76  -0.04  -0.10
O  1.39  2.18  0.75  0.10
O  -4.47  0.32  -0.79  0.08
O  -2.89  -1.68  -0.08  -0.01
C  -1.31  1.81  -0.29  -0.07
C  5.23  -1.38  -0.63  -0.06
H  -3.08  -3.67  0.36  0.12
H  3.20  -1.80  -1.19  -0.06
H  5.53  -2.32  -0.93  0.08
H  -6.72  -0.13  -1.31  0.01
O  -5.04  -0.09  1.25  0.25
C  3.08  0.02  0.02  -0.08
C  1.12  1.20  0.09  -0.35
C  5.31  0.74  0.70  0.02
H  7.75  0.18  0.41  0.12
H  -7.42  0.51  0.27  0.19
H  5.96  1.41  0.87  0.03
C  -2.31  -2.88  0.55  0.05
C  -6.69  -0.43  -0.38  0.10